{"formula": "C19H58F6O10P", "method": "ωB97M-V/def2-TZVPD", "multiplicity": 2, "molar_mass_g_mol": 591.63, "total_energy_ha": -2451.611691, "homo_lumo_gap_ev": [8.21, 1.83], "fmax_ev_per_a": 2.6, "s_squared": 0.7547, "elements": ["P", "F", "F", "F", "F", "F", "F", "C", "C", "O", "H", "H", "H", "H", "H", "H", "C", "C", "O", "H", "H", "H", "H", "H", "H", "C", "C", "O", "H", "H", "H", "H", "H", "H", "C", "C", "O", "H", "H", "H", "H", "H", "H", "C", "C", "O", "H", "H", "H", "H", "H", "H", "O", "H", "H", "O", "H", "H", "C", "C", "C", "O", "H", "H", "H", "H", "H", "H", "H", "H", "C", "C", "C", "O", "H", "H", "H", "H", "H", "H", "H", "H", "C", "C", "C", "O", "H", "H", "H", "H", "H", "H", "H", "H"], "xyz": [[-1.06523, -0.36133, -0.62114], [-2.47960, 0.43215, -0.47358], [-0.32826, 0.92478, 0.04502], [-1.34501, -1.01443, 0.83719], [0.35702, -1.11961, -0.72543], [-1.86620, -1.61200, -1.43934], [-0.75288, 0.37597, -2.09079], [-1.92640, 1.25672, 3.21877], [-1.87869, 1.98735, 4.49872], [-3.05560, 2.75915, 4.49749], [-1.09531, 0.55471, 3.15140], [-1.92589, 1.88127, 2.32544], [-2.81478, 0.62517, 3.22550], [-0.92524, 2.51045, 4.57214], [-1.94897, 1.26568, 5.31258], [-2.92084, 3.42104, 5.17965], [-3.72911, -2.53431, 3.17506], [-4.43932, -3.66685, 2.51802], [-4.52215, -3.54642, 1.13155], [-2.75406, -2.35706, 2.72125], [-3.62638, -2.85785, 4.21084], [-4.20506, -1.55412, 3.20334], [-5.35780, -3.96516, 3.02350], [-3.82966, -4.53617, 2.76439], [-4.60088, -4.44350, 0.79894], [-0.06319, -3.87924, 1.99817], [0.11712, -4.35449, 0.57112], [1.10434, -3.51279, -0.10045], [0.73947, -4.06314, 2.71232], [-0.91930, -4.35048, 2.48098], [-0.28269, -2.81559, 2.09077], [-0.76406, -4.30942, -0.06888], [0.44143, -5.39397, 0.52221], [0.65386, -2.74787, -0.46591], [0.33903, 2.73566, -4.27328], [0.93066, 2.83942, -5.62885], [0.13314, 3.73907, -6.40551], [0.45664, 3.66215, -3.71123], [0.84968, 1.97497, -3.68278], [-0.70648, 2.42748, -4.26911], [0.91557, 1.84222, -6.06869], [1.98999, 3.07768, -5.53320], [-0.69367, 3.26060, -6.50064], [-0.92767, 5.40232, -0.69900], [-0.82297, 3.91223, -0.27123], [-1.89049, 3.34129, -0.94855], [-0.17216, 6.02401, -0.21856], [-1.88423, 5.86622, -0.45838], [-0.84896, 5.46229, -1.78450], [-1.03145, 3.78111, 0.79059], [0.16215, 3.51003, -0.50757], [-1.69000, 2.40248, -0.94041], [-4.53188, -2.33175, -1.49495], [-3.60296, -2.39662, -1.27328], [-4.54258, -2.16364, -2.43722], [-4.86192, -0.26748, 0.83589], [-4.11594, 0.11436, 0.37335], [-5.13424, 0.41117, 1.45355], [4.10979, -1.61137, -0.27973], [4.12261, -2.16043, 1.12833], [3.36922, -1.27552, 2.13700], [3.70535, -3.45846, 1.09539], [4.66400, -2.27773, -0.94072], [4.56289, -0.62008, -0.29192], [3.10361, -1.50935, -0.68631], [5.18933, -2.19615, 1.34956], [2.32665, -1.12064, 1.85919], [3.73408, -0.25427, 2.24667], [3.35161, -1.73867, 3.12355], [2.77215, -3.46205, 0.87014], [2.37467, -0.81884, -5.04795], [1.69305, -2.14368, -4.76691], [1.99360, -2.89075, -3.51048], [0.31721, -1.73863, -4.67171], [2.37675, -0.06979, -4.25611], [1.86293, -0.34344, -5.88474], [3.39721, -1.04291, -5.35177], [1.85969, -2.74329, -5.66178], [1.36285, -3.77726, -3.44463], [1.75821, -2.30487, -2.62198], [3.04130, -3.18297, -3.43956], [0.18317, -1.31092, -3.82277], [1.19080, 3.71988, 3.12926], [2.30185, 2.68120, 2.81214], [2.66837, 2.48793, 1.33261], [3.49301, 2.91317, 3.53932], [0.94022, 3.59730, 4.18295], [0.38623, 3.57359, 2.40860], [1.60895, 4.72299, 3.04539], [1.87914, 1.73543, 3.15114], [3.24085, 3.36521, 1.03138], [1.77455, 2.46468, 0.70921], [3.09142, 1.48545, 1.26800], [3.88277, 3.67935, 3.11196]]}

{"formula": "C19H58O10", "method": "ωB97M-V/def2-TZVPD", "molar_mass_g_mol": 446.66, "total_energy_ha": -1510.272244, "homo_lumo_gap_ev": 7.92, "fmax_ev_per_a": 15.1, "de_lowest_kcal_mol": 504.7, "elements": ["C", "C", "O", "H", "H", "H", "H", "H", "H", "C", "C", "O", "H", "H", "H", "H", "H", "H", "C", "C", "O", "H", "H", "H", "H", "H", "H", "C", "C", "O", "H", "H", "H", "H", "H", "H", "C", "C", "O", "H", "H", "H", "H", "H", "H", "C", "C", "O", "H", "H", "H", "H", "H", "H", "C", "C", "O", "H", "H", "H", "H", "H", "H", "C", "C", "O", "H", "H", "H", "H", "H", "H", "C", "C", "O", "H", "H", "H", "H", "H", "H", "C", "O", "H", "H", "H", "H"], "xyz": [[0.19719, 2.92865, -2.70949], [-0.27121, 4.38121, -2.77038], [0.62563, 5.37473, -2.27254], [-0.63442, 2.33123, -3.08316], [0.55730, 2.63427, -1.72371], [0.97608, 2.67675, -3.42919], [-1.23720, 4.48068, -2.27534], [-0.51248, 4.40381, -3.83310], [0.12781, 6.13264, -1.95736], [-2.69411, -0.56965, -1.56799], [-4.03445, -0.26458, -0.76166], [-4.12956, 1.13550, -0.59836], [-2.38238, 0.33049, -2.09775], [-2.89483, -1.31431, -2.33825], [-1.84057, -0.81393, -0.93561], [-4.12822, -0.79107, 0.18814], [-4.89249, -0.60491, -1.34136], [-3.51675, 1.37700, 0.10003], [2.07231, 2.82978, -0.56756], [3.23131, 3.76881, -0.26418], [2.75114, 4.55507, 0.76441], [1.60361, 2.35903, 0.29663], [2.19796, 2.06039, -1.32936], [1.34010, 3.44736, -1.08772], [3.43558, 4.36372, -1.15437], [4.10946, 3.20421, 0.04918], [3.51635, 4.84505, 1.26637], [3.19862, 0.27192, 0.29966], [4.39832, -0.65455, 0.67505], [5.42902, 0.27981, 0.99347], [3.45327, 0.87029, -0.57511], [3.00309, 1.06022, 1.02660], [2.25136, -0.23557, 0.11733], [4.62893, -1.28871, -0.18096], [4.13696, -1.38082, 1.44468], [5.24928, 0.79816, 1.78126], [-1.01683, -2.77579, -1.06339], [-1.66130, -3.80788, -0.23191], [-1.50689, -5.04432, -0.90884], [0.01530, -3.09267, -1.21308], [-1.12376, -1.80083, -0.58787], [-1.52967, -2.81705, -2.02432], [-2.74391, -3.69340, -0.17769], [-1.18187, -3.68408, 0.73913], [-1.18006, -5.63009, -0.22207], [1.48475, -1.61771, -2.42969], [2.10707, -2.68202, -1.50252], [2.30495, -2.19753, -0.22251], [0.74831, -1.06257, -1.84868], [1.06507, -2.02392, -3.35000], [2.20133, -0.89647, -2.82267], [3.10522, -2.93512, -1.85993], [1.50313, -3.58932, -1.51489], [2.53999, -2.95806, 0.31411], [-3.23550, 2.42066, 2.19358], [-1.95866, 1.87522, 1.66513], [-1.98595, 1.39675, 0.35018], [-3.39752, 3.25811, 1.51496], [-3.13146, 2.91305, 3.16044], [-4.10133, 1.76220, 2.12379], [-1.58033, 1.04750, 2.26501], [-1.16141, 2.61141, 1.76769], [-1.34522, 0.69100, 0.23626], [0.85296, -3.08614, 1.81547], [0.76451, -1.61005, 1.53146], [0.39507, -1.47517, 0.18181], [1.70441, -3.52844, 1.29826], [0.05614, -3.69243, 1.38466], [0.90363, -3.31868, 2.87917], [1.72160, -1.10518, 1.66255], [0.04576, -1.19628, 2.23878], [1.14026, -1.78212, -0.33978], [-3.20107, -1.36239, 2.22396], [-1.84528, -1.09026, 2.77970], [-1.25735, -2.21343, 3.30815], [-3.19704, -2.14553, 1.46582], [-3.67441, -0.43691, 1.89602], [-3.83686, -1.77653, 3.00650], [-1.70401, -0.33230, 3.55018], [-1.20111, -0.62466, 2.03380], [-0.35970, -1.95957, 3.53483], [0.15404, 0.64705, -0.29602], [-0.83229, -0.02841, 0.48681], [1.14871, 0.44016, 0.09885], [0.21484, 0.26087, -1.31350], [0.00504, 1.71136, -0.47805], [-0.55341, -0.94470, 0.55191]]}